[1]
A molecular structure, C9H4BiCl2GdN2O3 in a non-equilibrium geometry, computed with the ωB97M-V functional and the def2-TZVPD basis.

XYZ file:
```
22
Properties=species:S:1:pos:R:3:forces:R:3
Gd 0.5688 0.0608 -5.7228 1.1 -2.6 -1.5
Bi -0.2335 1.6234 -0.7186 -1.3 -2.1 1.7
Cl 2.5832 -0.9801 -4.8134 -0.8 0.4 -0.2
Cl -1.6249 -0.2071 -1.9134 2.0 1.3 -0.3
C -2.5066 1.1036 0.4331 -2.9 -4.5 -0.4
C 1.2438 2.0233 -4.4536 2.7 7.1 2.7
C -1.1906 1.7929 -5.0883 -4.9 5.2 0.7
O -3.1757 0.1570 0.3922 2.6 4.9 1.1
O 1.5421 3.0735 -4.0329 -1.6 -5.8 -2.1
O -1.8990 2.7017 -4.9391 3.5 -4.6 -0.7
N 0.4275 -3.1065 5.2851 0.2 2.3 -2.4
C 0.4584 -2.3221 4.4050 -0.5 -1.4 1.0
C 0.3860 -1.4337 3.2338 0.4 -1.6 0.7
C 0.6569 -0.0741 3.3987 0.3 0.2 -0.2
C 0.6608 0.7439 2.2865 -0.4 -0.1 0.1
N 0.3640 0.2414 1.0483 -0.5 0.5 -1.0
C 0.0912 -1.0838 0.8709 0.3 -0.7 0.8
C 0.1327 -1.9734 1.9404 -0.3 1.1 -0.2
H 0.9185 0.3036 4.3929 -0.2 0.1 -0.4
H 0.8255 1.8095 2.3863 0.2 0.0 -0.1
H -0.1290 -1.4368 -0.1379 0.1 0.1 0.4
H -0.1004 -3.0172 1.7466 0.2 0.1 0.3
```
Forces are in eV/Å.

Properties
charge: +4
energy relative to the best compared isomer or geometry (same formula, charge and spin): 28.9 kcal/mol
multiplicity: 8
strongest force on any atom: 8.08 eV Å⁻¹

---

[2]
A single C6H9NO2 molecule in a non-equilibrium geometry, computed with the ωB97M-V functional and the def2-TZVPD basis.

XYZ file:
```
18
Properties=species:S:1:pos:R:3:forces:R:3
C -0.7528 -1.4667 1.0178 0.0 -0.1 0.2
C 1.0239 0.3369 0.8778 -1.4 0.3 0.7
C -0.2432 -0.1749 0.4542 1.1 -0.1 -0.1
C -0.6611 0.2294 -0.8261 0.3 0.4 -0.7
C 0.5809 0.0678 -1.9835 -0.7 -0.1 1.0
C -1.7965 0.7058 -1.3214 0.0 -0.2 0.1
O 1.2287 1.7244 0.8574 0.2 0.0 -0.3
O 1.5043 -0.2319 2.0559 0.2 0.0 -0.5
N 1.7584 -0.0238 -1.7033 0.2 0.3 1.0
H 2.3446 0.1895 2.2689 0.0 0.1 0.0
H 0.4044 2.1908 1.0479 0.1 -0.3 0.0
H 1.7127 0.0365 -0.2278 -0.3 -0.4 -1.1
H 0.0904 0.0523 -2.9536 0.1 0.0 -0.1
H -1.8101 -1.6105 0.7905 0.1 0.1 -0.2
H -0.1889 -2.3138 0.6137 -0.1 0.0 0.0
H -0.6249 -1.5005 2.1012 0.1 0.1 -0.1
H -1.9426 0.8269 -2.3886 0.1 0.1 0.0
H -2.6283 0.9619 -0.6812 -0.1 0.0 0.0
```
Forces are in eV/Å.

Properties
energy relative to the best compared isomer or geometry (same formula, charge and spin): 100.7 kcal/mol
strongest force on any atom: 1.58 eV Å⁻¹

---

[3]
A molecular structure, C16H24CaMnN2O13 in a non-equilibrium geometry, computed with the ωB97M-V functional and the def2-TZVPD basis.

XYZ file:
```
57
Properties=species:S:1:pos:R:3:forces:R:3
Ca -2.4775 1.8859 4.0962 1.1 0.0 -1.7
Mn -4.2512 1.6502 0.6284 2.4 0.2 1.6
O -3.3924 2.8455 2.1253 -1.1 -1.6 -0.8
H -2.4857 2.9595 1.7799 0.0 0.1 0.1
N -1.5403 -0.3287 1.6769 0.2 1.2 1.3
O -2.2379 0.3764 0.9021 -1.9 -0.1 -3.1
O -1.5105 0.1600 2.8140 -0.4 0.4 3.6
O -0.8692 -1.2726 1.4189 -0.3 -0.4 -1.4
C 3.1538 4.0542 0.5491 -1.5 0.0 0.1
C 1.5912 4.1838 0.1342 2.4 -1.4 -0.5
C 1.0909 2.9218 -0.6644 0.7 0.8 0.8
O 0.0194 2.3635 0.1783 -0.8 0.4 -0.2
C -0.0518 3.0263 1.3052 3.6 2.4 -1.0
O -0.6609 2.7314 2.2953 -1.8 -0.4 1.2
O 0.7942 4.1123 1.3132 -1.4 -1.0 0.7
H 3.4335 4.8357 1.2556 -0.3 0.0 0.1
H 3.9369 4.1000 -0.2077 -0.7 0.1 -0.7
H 3.2853 3.0765 1.0128 -0.1 0.1 0.2
H 1.4027 5.1131 -0.4034 -0.2 -0.1 0.2
H 1.8028 2.0965 -0.6517 0.2 0.3 -0.7
H 0.7565 3.2700 -1.6417 -0.3 -0.8 0.1
C 2.5021 0.3722 1.8416 -0.9 0.7 1.2
C 2.0330 -0.5859 2.9767 -0.8 0.2 -3.3
C 2.0069 -2.1170 2.4699 -1.3 1.4 1.1
O 2.6508 -2.7362 3.5266 0.7 -0.1 0.7
C 3.0247 -1.8509 4.4501 3.9 -3.4 5.9
O 3.5690 -2.3014 5.5184 -2.7 3.1 -4.7
O 2.8338 -0.5561 4.1066 1.3 -1.5 0.5
H 2.3000 1.3675 2.2374 1.0 0.4 0.4
H 1.8342 0.4760 0.9865 -0.2 -1.2 -0.2
H 3.5283 0.2331 1.5013 -0.1 0.0 0.2
H 1.1080 -0.2032 3.4079 -0.8 -0.4 -0.9
H 2.5036 -2.3970 1.5409 0.0 0.6 -0.1
H 0.9867 -2.4961 2.5297 -0.1 0.1 -0.7
C -3.1361 -2.9495 -1.0079 -0.7 -0.2 0.0
C -3.0009 -2.6251 -2.5213 -1.0 -0.6 1.5
C -2.3180 -3.6868 -3.4101 1.6 2.1 0.8
O -3.3629 -4.3038 -4.1365 1.9 -0.4 -0.1
C -4.3964 -3.5106 -4.0655 -6.6 -1.4 -0.2
O -5.5028 -3.7052 -4.5816 3.5 0.7 0.4
O -4.3166 -2.6468 -3.0465 0.1 1.1 -0.1
H -2.2491 -3.1889 -0.4212 0.3 0.4 -0.4
H -3.8301 -3.7559 -0.7710 0.1 -0.5 -0.7
H -3.7056 -2.1399 -0.5515 0.4 0.6 0.2
H -2.7200 -1.5744 -2.5932 1.0 -0.2 -0.4
H -1.6665 -4.2701 -2.7594 -0.5 -1.0 -0.5
H -1.6599 -3.1169 -4.0661 0.1 -0.4 -0.5
N 0.2842 -0.2405 -1.3974 -1.3 0.3 -0.6
C 1.5327 -0.7192 -1.6376 -0.1 -0.5 1.4
C 1.9470 -0.1874 -2.8092 3.6 -1.4 0.3
C 1.0017 0.6331 -3.2819 -3.5 2.0 -2.2
C -0.1145 0.5417 -2.4844 0.7 -0.1 1.6
H -0.3004 -0.3983 -0.5891 0.3 -0.3 -0.3
H 2.0293 -1.3763 -0.9390 -0.1 0.0 -0.1
H 2.9174 -0.3580 -3.2514 -0.1 -0.1 0.0
H 0.9787 1.1908 -4.2065 0.3 -0.1 0.0
H -1.0819 1.0220 -2.4820 0.1 0.0 -0.2
```
Forces are in eV/Å.

Properties
charge: +2
energy relative to the best compared isomer or geometry (same formula, charge and spin): 190.4 kcal/mol
multiplicity: 6
strongest force on any atom: 7.86 eV Å⁻¹

---

[4]
A single C4H7Cl2P molecule in a non-equilibrium geometry, computed with the ωB97M-V functional and the def2-TZVPD basis.

XYZ file:
```
14
Properties=species:S:1:pos:R:3:forces:R:3
C -0.5392 0.6661 -0.9126 -0.1 -1.2 3.5
C 0.8757 0.1810 -0.8038 0.8 0.0 -0.2
C -1.4201 -0.0370 0.2266 0.3 1.5 -1.0
C -0.5762 -0.7062 1.2225 3.7 0.9 -0.5
P 1.2106 -0.2742 0.9746 -4.4 3.0 -1.6
Cl -2.4414 -1.3512 -0.4820 0.1 -0.1 -0.1
Cl 3.2866 0.9027 0.9139 -1.0 -0.5 0.5
H -0.4441 1.7011 -0.7920 -0.6 1.7 0.7
H -1.1297 0.5198 -1.7373 -0.6 -0.6 -2.7
H 0.9829 -0.7224 -1.3620 0.6 -0.6 -0.6
H 1.5869 0.9721 -1.1227 -0.3 -0.9 0.2
H -2.1468 0.6912 0.5554 -0.2 0.0 0.5
H -1.0045 -1.1450 2.1002 -0.1 -0.1 0.5
H 1.7593 -1.3980 1.2191 1.9 -3.1 0.7
```
Forces are in eV/Å.

Properties
energy relative to the best compared isomer or geometry (same formula, charge and spin): 57.6 kcal/mol
SMILES string: Cl[C@H]1C=[P@H](Cl)CC1
strongest force on any atom: 5.58 eV Å⁻¹

---

[5]
2 unconnected molecules or ions with the total composition H7N3P2 in a non-equilibrium geometry, computed with the ωB97M-V functional and the def2-TZVPD basis.

XYZ file:
```
12
Properties=species:S:1:pos:R:3:forces:R:3
N 0.4434 -0.8755 -1.0178 -3.5 -0.6 -0.9
N 0.3025 1.7410 0.4358 -0.7 1.1 0.6
N -1.7861 -1.0427 0.3110 0.0 0.3 0.1
P -0.2783 -1.3792 0.4347 -0.3 -1.1 -3.0
P 0.8230 2.9288 -0.4673 0.6 -1.4 -0.1
H 1.3259 -0.4279 -0.9476 0.4 0.7 0.0
H -0.3778 -0.3488 -1.5025 2.4 -0.9 0.9
H 0.5141 -0.6312 1.1934 1.3 0.3 2.2
H -0.4561 2.0835 1.0647 0.5 -0.4 -0.5
H -2.3260 -1.2961 1.1143 -0.6 -0.2 0.3
H -0.0045 -2.8228 0.5270 0.3 1.2 0.4
H 1.8200 2.0708 -1.1457 -0.4 0.8 0.1
```
Forces are in eV/Å.

Properties
energy relative to the best compared isomer or geometry (same formula, charge and spin): 53.2 kcal/mol
SMILES string: [H]/N=P/[H].N=[PH2]N
strongest force on any atom: 3.64 eV Å⁻¹

---

[6]
2 unconnected molecules or ions with the total composition C7H4ClFS in a non-equilibrium geometry, computed with the ωB97M-V functional and the def2-TZVPD basis.

XYZ file:
```
14
Properties=species:S:1:pos:R:3:forces:R:3
C -0.5126 -0.3039 0.8438 -0.6 -1.4 0.0
C 0.4899 -0.9387 0.0914 -0.4 1.7 -0.1
C -1.7096 0.0368 0.2012 -1.2 2.2 1.6
C 0.4372 -0.8829 -1.2918 0.3 -1.2 0.5
C -1.7746 0.0648 -1.1679 -3.7 1.2 0.3
C -0.6907 -0.3320 -1.8424 0.9 -0.3 -3.3
C -3.7698 0.7124 -2.0508 3.4 -0.7 2.1
F -0.6445 -0.2068 -3.2182 -0.3 -0.1 0.6
S -4.9239 1.4259 -1.2949 -0.2 0.3 0.9
Cl -3.6272 0.2618 -3.5940 0.0 -0.6 -2.1
H -0.4496 -0.3086 1.9343 0.0 0.2 -0.4
H 1.3959 -1.2225 0.5549 0.7 -0.7 0.5
H -2.5718 0.5672 0.7776 1.5 -1.3 -0.9
H 1.1638 -1.4226 -1.9261 -0.3 0.8 0.3
```
Forces are in eV/Å.

Properties
energy relative to the best compared isomer or geometry (same formula, charge and spin): 0.0 kcal/mol
strongest force on any atom: 4.07 eV Å⁻¹